A structure of composition C42H40N8O4Ta at a distorted geometry, computed with wB97M-V/def2-TZVPD.

The calculation puts the gap between HOMO and LUMO (spin up / spin down) at 5.047 / 4.641 eV. As for the total charge: +3. For the total energy, the calculation gives -65843.0112 eV. The highest occupied orbital energy (spin up / spin down) comes out at -13.6 / -13.2 eV. The LUMO energy (spin up / spin down) comes out at -8.527 / -8.566 eV.

XYZ file:
```
95
Properties=species:S:1:pos:R:3:forces:R:3
Ta -0.189100 0.188000 -0.174600 -1.093 -1.687 -1.074
O -0.900100 -1.374600 1.398200 0.349 0.893 -0.621
O 3.503300 -2.082600 -2.744900 0.053 -0.063 0.028
O -3.554600 -1.746700 -1.354000 -0.114 0.175 0.146
O 0.699400 1.330900 1.061700 0.708 0.693 1.396
N -1.567900 -2.152900 4.449300 -0.623 -0.270 -0.144
N 2.545600 -1.746400 0.601200 0.450 0.087 -0.047
N -1.632900 -0.560700 -1.707800 0.131 0.485 -0.397
N 0.557500 1.544000 -1.660800 -0.245 0.281 1.028
N 1.092300 1.886800 4.403900 -0.037 0.782 -0.031
N 0.523800 -1.666300 -0.954000 -0.364 -1.436 0.172
N -2.117800 0.849100 0.562700 -0.477 -0.188 -0.421
N 1.489600 -1.445100 -1.928100 0.325 -0.049 -0.360
C -0.205900 -0.147300 4.629000 0.135 -0.027 -0.268
C 1.620400 3.140700 -0.112900 -0.043 -0.312 0.943
C -2.507400 -4.570100 2.001700 0.398 0.222 -0.099
C 1.322200 2.577400 -1.382300 -0.036 -0.070 -0.419
C -4.395200 0.065000 0.638000 0.240 -0.048 0.008
C 4.416300 -3.784400 1.034900 -0.211 0.183 0.066
C -0.759100 -3.415000 0.175500 -0.305 0.028 0.673
C -0.242900 -1.630800 4.256600 0.727 0.461 -0.123
C -1.579800 -1.507200 -5.828100 0.623 -0.251 -0.125
C -2.690600 -0.892000 -5.203600 0.117 0.090 0.786
C 3.081900 6.485200 1.011500 -0.007 0.323 -0.015
C 1.032200 0.506600 4.009800 -0.123 -0.837 -0.207
C 2.917400 -2.099400 1.822200 0.086 -0.068 0.041
C -0.481000 -1.792500 -5.101900 -0.357 0.019 -0.137
C -0.384500 -1.575300 -3.628700 0.214 0.316 -0.156
C -2.131300 -5.305500 0.898700 0.017 0.124 0.109
C -3.687000 1.795700 2.102100 -0.084 -0.144 -0.072
C 1.474100 3.280400 2.330400 -0.191 -0.156 -0.625
C 1.251200 2.524300 1.127000 0.586 1.116 -0.697
C -1.177000 -2.624300 1.297000 -0.018 -0.410 0.027
C -2.276700 -2.854300 3.603900 0.193 0.073 0.578
C 2.017700 4.581900 2.203800 0.000 -0.258 -0.162
C 3.836200 -3.104700 2.095000 0.055 -0.062 -0.149
C -1.210900 -4.730300 0.023700 -0.138 0.390 0.345
C 4.053600 -3.418700 -0.251800 -0.202 0.198 -0.045
C -4.697100 0.945300 1.661300 0.363 -0.008 -0.128
C -2.643800 -6.691400 0.707300 -0.022 -0.201 -0.159
C -2.427200 1.711600 1.540400 0.173 0.259 0.244
C -3.108200 0.053800 0.110500 -0.584 0.093 0.228
C 0.188800 -2.911500 -0.764800 0.320 0.567 -0.444
C 3.119900 -2.400300 -0.414900 0.564 -0.387 0.478
C 0.363900 1.358600 -3.095600 0.131 -0.362 -0.743
C -1.576100 -0.867700 -3.027400 0.111 -0.397 0.409
C 2.273500 4.383500 -0.132500 -0.160 -0.040 0.538
C -2.677300 -0.605000 -3.861700 -0.425 -0.003 -0.141
C 1.060300 -1.122800 -3.294000 0.147 0.198 -0.271
C -1.962600 -3.297800 2.300100 0.112 0.008 -0.845
C 1.341300 0.335600 -3.670700 -0.232 -0.095 0.168
C 2.471600 5.128800 1.018500 -0.114 -0.308 -0.118
C -2.823400 -0.830400 -1.049600 -0.483 -0.346 -0.267
C 2.761400 -1.997000 -1.799000 -0.212 0.201 0.121
C 1.242000 2.979100 3.701200 0.135 -0.276 0.574
H 2.450700 -1.547300 2.624800 0.008 0.049 0.184
H 0.686900 -3.669700 -1.372000 -0.025 0.164 -0.123
H -1.623800 2.355900 1.871200 0.006 0.031 0.038
H -0.191600 -0.029300 5.715800 -0.064 0.041 0.008
H 3.720000 6.637700 0.147200 0.086 0.018 -0.050
H -0.859300 -5.309900 -0.817400 0.087 -0.091 -0.143
H -1.101400 0.344000 4.238900 0.022 -0.001 0.007
H -1.819500 -7.400400 0.701800 0.029 -0.139 -0.010
H -5.684700 0.966300 2.093600 -0.091 0.089 0.046
H 4.472900 -3.901900 -1.120400 0.073 0.008 -0.087
H -3.532100 -0.116400 -3.422500 -0.118 0.019 0.038
H -3.172100 -5.018600 2.725800 -0.134 -0.080 0.046
H -0.660600 1.039700 -3.293500 0.135 0.327 0.071
H 5.129200 -4.576100 1.198000 0.101 -0.070 0.058
H 2.587700 4.784800 -1.084700 0.035 0.065 -0.134
H 2.297600 7.242300 0.986900 0.015 0.086 -0.029
H 2.356000 0.577300 -3.344700 0.009 -0.029 -0.123
H 1.038500 2.016800 5.410700 -0.031 0.195 -0.152
H 3.662700 6.646100 1.915300 0.120 0.073 0.005
H -1.624300 -1.719800 -6.885000 0.099 -0.037 -0.075
H 0.503900 2.304300 -3.627900 -0.048 -0.030 0.200
H 1.725400 3.144100 -2.221600 -0.048 -0.128 0.014
H -3.884700 2.512700 2.882000 0.076 0.135 0.064
H -0.478700 -2.591900 -3.209900 -0.189 -0.061 0.023
H 0.992800 0.431400 2.920900 0.108 0.044 0.275
H 4.096100 -3.341700 3.113200 0.016 -0.037 0.144
H 1.934700 0.004500 4.379500 -0.026 0.106 -0.102
H -3.321300 -6.963000 1.509700 -0.073 -0.097 0.041
H -3.554800 -0.636600 -5.798800 -0.107 0.061 0.002
H -3.192300 -3.260800 4.018700 -0.030 0.037 0.156
H -1.938400 -2.026100 5.385800 -0.189 -0.102 -0.158
H 0.041500 -1.740500 3.211500 -0.078 -0.101 0.203
H 2.134300 5.180000 3.095200 -0.007 0.024 0.172
H -3.176000 -6.789300 -0.235200 -0.062 -0.044 -0.096
H -5.130200 -0.615600 0.234700 0.019 -0.039 -0.074
H 1.262400 3.866000 4.327400 0.038 -0.101 0.074
H 0.456400 -2.195300 4.882300 -0.097 -0.034 -0.062
H 0.381700 -2.242500 -5.569400 0.111 -0.039 -0.101
H 1.314400 0.406100 -4.758700 0.021 0.055 -0.057
H 1.747600 -1.725100 -3.911000 -0.361 0.129 0.109
```
Forces are in eV/Å.

Atom charges from the Löwdin analysis, given in e for atoms 1 to 2: 1.747, -0.152